Entry from the OMol25 dataset: a 2-piece molecular cluster, C2H3BrClNO overall (ωB97M-V/def2-TZVPD).

## Properties
relative energy (zero: lowest compared OMol25 entry of this formula, charge and spin)	4.2738	eV
spin multiplicity	1
orbital gap	8.3	eV
total energy	-88220.8117	eV

Element x y z (Å)
C -1.6381 -0.9433 -0.3119
C 1.6197 1.1222 0.8729
N -2.7226 -0.4915 -0.2981
O -0.7361 -1.6416 -0.4574
Cl 0.8131 1.9117 -0.4733
Br 2.2444 -0.7677 -0.0336
H 2.6073 1.5154 1.0450
H 1.0419 -1.0039 -0.4989
H -3.2296 0.2987 0.1552

---

Entry from the OMol25 dataset: C2H3BrClNO2 as an isolated structure (ωB97M-V/def2-TZVPD).

## Properties
relative energy (zero: lowest compared OMol25 entry of this formula, charge and spin)	1.0118	eV
spin multiplicity	3
orbital gap (alpha / beta)	8.3 / 5.7	eV
⟨S²⟩	2.013
total energy	-90264.1134	eV

Element x y z (Å)
C 0.4852 0.0427 -0.5739
C -0.7099 1.0504 0.5094
N -1.9200 0.3187 0.1739
O -1.9757 -0.7353 0.7631
O -2.6524 0.6404 -0.7607
Cl -0.7150 2.7292 0.0172
Br 2.1883 0.5881 0.0612
H 0.3349 -1.0754 -0.2397
H 0.4892 0.2575 -1.6737
H -0.3062 0.8384 1.5575

---

Entry from the OMol25 dataset: a 2-piece molecular cluster, C2H3BrFI overall (ωB97M-V/def2-TZVPD).

## Properties
relative energy (zero: lowest compared OMol25 entry of this formula, charge and spin)	2.7982	eV
spin multiplicity	1
orbital gap	9.2	eV
total energy	-82980.0477	eV

Element x y z (Å)
C -0.5051 -0.3490 0.6010
C 0.3426 -1.2364 -0.2269
F 0.3165 -2.4453 0.2865
Br 2.3262 -0.5255 -0.0873
I -2.5292 -0.3262 -0.0654
H -0.1531 -0.4309 1.6038
H 0.0662 1.2582 0.2152
H 0.1497 -1.2873 -1.3628

---

Entry from the OMol25 dataset: a 2-piece molecular cluster, C2H3BrFI overall (ωB97M-V/def2-TZVPD).

## Properties
relative energy (zero: lowest compared OMol25 entry of this formula, charge and spin)	0.9652	eV
spin multiplicity	1
structure (SMILES)	F/C=C\I.Br
orbital gap	9.6	eV
total energy	-82981.8807	eV

Element x y z (Å)
F 2.2062 -0.5075 -1.3367
C 1.3939 -0.6952 -0.3433
C 0.8659 0.2639 0.3821
I 1.2000 2.2439 -0.0113
H 1.2632 -1.7032 -0.2594
H 0.1235 0.2307 1.1265
Br -2.9085 1.2114 -0.2273
H -2.6187 0.7053 1.0079

---

Entry from the OMol25 dataset: C2H3BrN2O as an isolated structure (ωB97M-V/def2-TZVPD).

## Properties
relative energy (zero: lowest compared OMol25 entry of this formula, charge and spin)	1.3461	eV
spin multiplicity	1
orbital gap	9.4	eV
total energy	-77189.2336	eV

Element x y z (Å)
C -0.4081 -1.3262 -0.3452
C 0.4081 -0.4308 0.4825
N 0.0454 1.9332 -0.2904
N -0.6515 1.0971 0.2454
O -1.5715 -1.4936 -0.1662
Br 2.0548 0.0970 -0.1396
H 0.1499 -2.1878 -0.9254
H 0.3793 -0.4766 1.6084
H -0.4065 2.7877 -0.4695

---

Entry from the OMol25 dataset: C2H3BrN2O as an isolated structure (ωB97M-V/def2-TZVPD).

## Properties
relative energy (zero: lowest compared OMol25 entry of this formula, charge and spin)	1.7331	eV
spin multiplicity	1
orbital gap	8.8	eV
total energy	-77188.8466	eV

Element x y z (Å)
C 1.9600 -0.0012 -0.6668
C 1.1316 -1.0688 -0.9197
N -2.1986 0.2740 0.7850
N -1.0025 0.2880 1.0893
O 2.5225 1.0003 -0.3055
Br 0.1663 -0.5523 -2.4799
H -0.7069 1.0696 1.7564
H 0.9687 -2.0537 -0.5701
H -2.8411 1.0441 1.3114